DFT (the ωB97M-V functional and the def2-TZVPD basis) results for 4 unconnected molecules or ions with the total composition C9H21BrCl8IN3OP.

Cartesian coordinates (Å):
N 3.36988 2.79193 -0.99413
C 2.17678 2.05312 -0.87113
N 1.17728 2.44244 -0.00111
P -0.34557 3.17044 -0.62760
O -1.42934 1.99828 -0.47714
Br -0.12086 3.18848 -2.85072
N 2.13237 0.96708 -1.59546
I 0.60849 -0.42216 -1.62911
H 3.76833 2.94134 -0.07454
H 3.19057 3.66778 -1.46564
H 1.57540 3.19901 0.53759
H -1.60091 1.84501 0.47069
H 2.93794 0.78980 -2.16772
Cl -2.84030 -5.25012 -2.14605
C -1.81870 -5.11721 -3.59549
C -0.52991 -4.39666 -3.30973
Cl -0.80857 -2.65856 -2.96123
H -2.39306 -4.61465 -4.36745
H -1.59627 -6.12793 -3.92909
H 0.12378 -4.44083 -4.17688
H -0.00932 -4.82734 -2.46033
Cl -3.57151 1.66306 1.67336
C -5.12761 1.88373 0.81878
C -5.44202 3.33680 0.58912
Cl -5.79592 4.19103 2.10873
H -5.89510 1.39532 1.40925
H -5.04226 1.36897 -0.13534
H -6.32441 3.41936 -0.04064
H -4.61811 3.84801 0.10057
Cl 5.54592 2.24444 2.69106
C 6.23486 0.69403 2.13356
C 5.34736 -0.00211 1.13472
Cl 3.83726 -0.58790 1.88298
H 6.40259 0.07572 3.00896
H 7.19580 0.91920 1.67746
H 5.86450 -0.87026 0.73300
H 5.08612 0.65529 0.31095
Cl 0.55153 -1.55180 3.02019
C -1.20271 -1.34663 2.77411
C -1.81977 -2.48696 2.00838
Cl -1.30812 -2.53258 0.30047
H -1.36086 -0.39675 2.27246
H -1.65446 -1.29554 3.76189
H -2.90173 -2.37884 2.00606
H -1.56931 -3.44485 2.45218

For the HOMO energy, the calculation gives -12.49 eV. The value obtained for the lowest unoccupied orbital energy is -0.130 Eh. As for the charge: +1. The calculation puts the orbital gap at 8.950 eV.